(1)
The following is a quantum chemistry calculation of an isolated molecule of C5H8N2O, from the OMol25 dataset.

Output
Gap between HOMO and LUMO (spin up / spin down) (eV): 7.296 / 9.278
Relative energy (zero: lowest compared OMol25 entry of this formula, charge and spin) (kcal per mole): 124.4
E (a.u.): -379.8900

```
! RIJCOSX wB97M-V def2-TZVPD def2/J DEFGRID3
* xyz 0 1
C -1.485 -0.579 -0.404
C -0.112 0.676 1.448
C -0.028 -0.445 0.400
C 0.723 -0.241 -0.823
N 0.694 1.740 1.216
C 0.937 -0.226 -2.103
N 0.519 -1.652 0.695
O -0.767 0.503 2.454
H 0.683 2.494 1.882
H 1.332 1.737 0.438
H 0.744 -1.666 1.688
H -2.128 -0.739 0.458
H -1.736 0.330 -0.945
H -1.474 -1.476 -1.015
H 1.532 0.530 -2.605
H 0.567 -0.987 -2.785
*
```

=====

(2)
The following is a quantum chemistry calculation of C5H8N2O as an isolated structure, from the OMol25 dataset.

Output
Gap between HOMO and LUMO (eV): 8.252
Relative energy (zero: lowest compared OMol25 entry of this formula, charge and spin) (kcal per mole): 163.3
E (a.u.): -379.8279

```
! RIJCOSX wB97M-V def2-TZVPD def2/J DEFGRID3
* xyz 0 1
C -0.712 1.624 -0.404
C -0.732 0.550 0.696
C -1.325 -1.797 -0.087
C 0.078 -0.878 0.198
C 1.453 -1.016 0.047
H -1.680 2.572 -0.536
H -0.837 1.124 -1.449
H 0.300 2.172 -0.297
H -0.440 0.802 1.681
H -1.290 -2.887 -0.240
H 1.673 -1.917 -0.554
H 2.182 1.081 0.177
H 3.532 -0.369 0.225
N -2.410 -1.087 -0.084
N 2.410 -0.151 0.166
O -2.201 0.177 0.459
*
```

=====

(3)
The following is a quantum chemistry calculation of C5H8N2O as an isolated structure, from the OMol25 dataset.

Output
Gap between HOMO and LUMO (eV): 9.763
Relative energy (zero: lowest compared OMol25 entry of this formula, charge and spin) (kcal per mole): 148.5
E (a.u.): -379.8515

```
! RIJCOSX wB97M-V def2-TZVPD def2/J DEFGRID3
* xyz 0 1
C 2.435 0.081 0.049
C 0.971 -0.159 -0.056
C -1.708 -0.548 -0.025
C -1.234 0.916 -0.323
C 0.163 0.949 -0.508
H 2.680 1.354 0.365
H 2.967 -0.790 0.714
H 2.780 -0.225 -1.245
H -2.061 -0.522 1.082
H -2.669 -1.053 -0.541
H -1.969 1.465 -0.979
H -0.410 1.273 1.647
H 0.585 1.786 -1.183
N 0.569 -1.356 0.124
N -0.540 1.690 0.610
O -0.733 -1.634 0.022
*
```

=====

(4)
The following is a quantum chemistry calculation of an isolated molecule of C5H8N2O, from the OMol25 dataset.

Output
Gap between HOMO and LUMO (eV): 9.106
SMILES string: Cc1cc(O)n(C)n1
Relative energy (zero: lowest compared OMol25 entry of this formula, charge and spin) (kcal per mole): 28.3
E (a.u.): -380.0431

```
! RIJCOSX wB97M-V def2-TZVPD def2/J DEFGRID3
* xyz 0 1
C -1.914 1.428 -0.405
C 0.870 -1.990 1.508
N -0.794 0.555 -0.285
C 0.405 0.675 -0.920
C 0.415 -0.927 0.559
C 1.212 -0.324 -0.440
O 0.611 1.705 -1.774
N -0.859 -0.579 0.458
H 1.537 1.794 -1.956
H 2.255 -0.480 -0.642
H -2.320 1.397 -1.439
H -1.604 2.458 -0.163
H -2.700 1.085 0.273
H 0.603 -2.997 1.128
H 0.354 -1.874 2.463
H 1.930 -1.925 1.635
*
```

=====

(5)
The following is a quantum chemistry calculation of C5H8N2O as an isolated structure, from the OMol25 dataset.

Output
Gap between HOMO and LUMO (eV): 8.180
Relative energy (zero: lowest compared OMol25 entry of this formula, charge and spin) (kcal per mole): 116.7
E (a.u.): -379.9021

```
! RIJCOSX wB97M-V def2-TZVPD def2/J DEFGRID3
* xyz 0 1
C -2.192 1.729 -0.372
C -1.010 0.704 -0.091
C -0.173 -1.219 0.369
C 0.792 -0.520 -0.298
C 2.160 -0.810 0.025
H -2.225 2.224 -1.279
H -3.131 0.924 -0.331
H -2.728 2.661 0.381
H 0.934 -2.461 1.704
H 2.833 0.050 -0.570
H 2.448 -0.490 1.134
H 2.751 -1.811 -0.332
H 0.919 1.212 -1.095
N -1.398 -0.412 0.477
N 0.209 0.601 -0.775
O -0.190 -2.383 1.052
*
```

=====

(6)
The following is a quantum chemistry calculation of a 2-piece molecular cluster, C5H8N2O overall, from the OMol25 dataset.

Output
Gap between HOMO and LUMO (eV): 5.259
Relative energy (zero: lowest compared OMol25 entry of this formula, charge and spin) (kcal per mole): 208.1
E (a.u.): -379.7566

```
! RIJCOSX wB97M-V def2-TZVPD def2/J DEFGRID3
* xyz 0 1
C -1.105 -1.840 -0.067
C -0.470 -0.566 -0.195
C 0.849 -0.461 0.108
C 1.396 0.682 -0.162
C -0.897 0.660 -0.649
H -0.757 -2.698 -0.560
H -1.294 -2.227 1.131
H -2.327 -1.973 -0.282
H 1.488 -1.392 0.294
H 3.427 1.256 0.138
H 2.467 1.656 1.616
H -0.111 2.506 -0.470
H -3.281 0.456 0.242
N 2.427 1.417 0.497
N 0.269 1.489 -0.348
O -2.081 1.037 -1.294
*
```